{
  "formula": "C3H6N2O",
  "method": "ωB97M-V/def2-TZVPD",
  "mol_weight_g_mol": 86.09,
  "homo_ev": -8.7,
  "orbital_gap_ha": 0.3152,
  "total_energy_ev": -8231.576,
  "relative_energy_kcal_mol": 118.1,
  "species": ["O", "N", "N", "C", "C", "C", "H", "H", "H", "H", "H", "H"],
  "coordinates": [[-0.755, -1.103, 1.259], [0.213, 0.963, -0.430], [1.659, -1.197, -1.257], [-0.481, -1.523, 0.067], [0.623, -1.047, -0.607], [-0.668, 1.286, 0.536], [-1.289, -1.908, -0.569], [1.147, 1.076, -0.026], [-0.891, 0.076, 1.159], [-0.317, 1.818, 1.424], [1.937, -0.343, -1.749], [-1.678, 1.539, 0.200]],
  "mulliken_charge": [-0.49, -0.57, -0.56, -0.29, 0.69, -0.58, 0.25, 0.31, 0.26, 0.34, 0.30, 0.33]
}